Entry 1:
This record from the Open Molecules 2025 dataset describes an isolated molecule of C3H6N2 in a non-equilibrium geometry. The level of theory is wB97M-V/def2-TZVPD.

As for the HOMO energy: -8.84 eV. As for the energy above the lowest of the compared OMol25 structures with the same formula, charge and spin: 426.61 kJ/mol. The value obtained for the molar mass is 70.095 g/mol. Its lowest unoccupied orbital energy is 1.2 eV. As for the energy: -227.2623 a.u. As for the structure (SMILES): C=NN1CC1.

Structure (XYZ):
```
11
Properties=species:S:1:pos:R:3:forces:R:3
C -0.882 0.799 1.559 -5.17 3.38 -0.78
N 0.226 0.580 1.110 3.52 -3.49 -3.70
N 0.321 0.277 -0.345 0.18 -0.08 0.12
C 1.008 -0.909 -0.912 -1.88 -0.57 2.31
C -0.512 -0.599 -1.255 3.19 1.31 -0.04
H -1.809 1.197 0.852 1.93 -1.80 1.67
H -0.932 1.092 2.599 -0.15 -0.11 0.19
H 1.345 -1.791 -0.181 -1.30 1.93 -1.63
H 1.639 -0.806 -1.761 0.94 0.64 -0.17
H -0.605 -0.038 -2.252 -0.44 -1.29 1.62
H -1.154 -1.397 -0.959 -0.83 0.08 0.40
```
Positions in Å, forces in eV/Å.

Which charges does natural (NBO) predict for the atoms? In e, they are: number 1, C, carries -0.1120; number 2, N, carries -0.2102; number 3, N, carries -0.3080; number 4, C, carries -0.2361; number 5, C, carries -0.2962; number 6, H, carries 0.1549; number 7, H, carries 0.1876; number 8, H, carries 0.2003; number 9, H, carries 0.1934; number 10, H, carries 0.2160; number 11, H, carries 0.2102



Entry 2:
This record from the Open Molecules 2025 dataset describes an isolated molecule of C3H6N2 in a non-equilibrium geometry. The level of theory is wB97M-V/def2-TZVPD.

As for the HOMO energy: -9.49 eV. As for the energy above the lowest of the compared OMol25 structures with the same formula, charge and spin: 205.15 kJ/mol. The value obtained for the molar mass is 70.095 g/mol. Its lowest unoccupied orbital energy is 1.2 eV. As for the energy: -227.3467 a.u. As for the structure (SMILES): [H]/N=C/N1CC1.

Structure (XYZ):
```
11
Properties=species:S:1:pos:R:3:forces:R:3
H 0.579 0.940 2.640 0.72 0.35 0.30
N 0.184 0.369 1.925 -1.67 -0.64 0.10
C 0.867 0.197 0.893 -0.49 -0.33 0.34
N 0.438 -0.581 -0.195 0.90 0.13 2.35
C -0.976 -0.702 -0.403 0.26 -1.39 -2.76
C -0.089 0.131 -1.281 0.33 -0.09 -3.59
H 1.834 0.608 0.807 1.30 0.42 -0.63
H -1.699 -0.258 0.226 -0.32 0.48 0.68
H -1.250 -1.617 -0.972 -0.03 0.41 1.17
H -0.222 1.203 -1.383 0.21 0.09 0.84
H 0.336 -0.290 -2.260 -1.20 0.56 1.20
```
Positions in Å, forces in eV/Å.

Which charges does natural (NBO) predict for the atoms? In e, they are: number 1, H, carries 0.3494; number 2, N, carries -0.6803; number 3, C, carries 0.2835; number 4, N, carries -0.4257; number 5, C, carries -0.2521; number 6, C, carries -0.2479; number 7, H, carries 0.1507; number 8, H, carries 0.2263; number 9, H, carries 0.2048; number 10, H, carries 0.2010; number 11, H, carries 0.1903



Question: Look up the lowest unoccupied orbital energy of the first one.
Answer: 1.2 eV



Question: Which value of lowest unoccupied orbital energy does entry 1 give?
Answer: 1.2 eV